Here is the molecule C6H8 at a distorted geometry from the Open Molecules 2025 dataset. Energies are from ωB97M-V/def2-TZVPD.

Positions of all 14 atoms, in Å:
C 2.5263 -0.2138 0.2732
C 1.3534 -0.6471 -0.1907
C -0.0070 0.0429 -0.2072
C -0.0606 1.3643 -0.2340
C -1.2756 -0.7877 -0.1490
C -2.4573 -0.2507 0.2825
H 3.4070 -0.8259 0.2720
H 2.4611 0.7677 0.7588
H 1.2903 -1.6955 -0.5298
H 0.7907 2.0364 -0.3025
H -0.9689 1.8734 -0.3727
H -1.1816 -1.7665 -0.5658
H -3.4653 -0.6877 0.2309
H -2.4124 0.7901 0.7344

## Properties
energy above the lowest of the compared OMol25 structures with the same formula, charge and spin = 34.02 kcal/mol
structure (SMILES) = C=CC(=C)C=C
frontier orbital gap = 0.3418 Ha
E_HOMO = -8.78 eV